1.
Below is C17H25MoN6O2S as an isolated structure, with properties calculated with ωB97M-V/def2-TZVPD.

Atoms and positions in Å:
Mo 0.649 -0.092 0.008
C 2.565 3.015 -2.119
C 1.633 2.700 -1.008
O 1.714 1.557 -0.423
N 0.740 3.563 -0.600
C -0.207 3.274 0.479
C -1.380 2.452 -0.004
C -2.594 3.085 -0.205
C -3.672 2.375 -0.714
C -3.493 1.037 -1.015
C -2.262 0.463 -0.776
N -1.211 1.136 -0.271
H 3.563 2.657 -1.872
H 2.597 4.079 -2.341
H 2.225 2.479 -3.009
H 0.710 4.470 -1.050
H -0.563 4.225 0.865
H 0.344 2.789 1.281
H -2.692 4.136 0.034
H -4.624 2.863 -0.878
H -4.292 0.440 -1.432
H -2.093 -0.581 -1.004
N 0.928 0.411 2.206
C 2.277 0.926 2.625
C 3.357 -0.120 2.412
C 3.703 -0.416 0.964
N 2.592 -1.117 0.239
H 0.207 1.057 2.526
H 0.753 -0.423 2.768
H 2.228 1.201 3.678
H 2.489 1.828 2.051
H 3.095 -1.045 2.939
H 4.265 0.240 2.898
H 4.590 -1.048 0.918
H 3.919 0.501 0.419
H 2.439 -2.022 0.687
H 2.922 -1.346 -0.698
O 0.179 -1.834 -3.876
C 0.323 -1.370 -2.832
N 0.464 -0.884 -1.723
S -0.512 -1.868 1.227
C -1.538 -2.963 0.304
N -2.739 -3.238 0.866
C -3.601 -4.155 0.387
C -3.284 -4.858 -0.749
C -2.062 -4.608 -1.362
C -1.187 -3.665 -0.833
H -2.985 -2.747 1.720
H -4.517 -4.291 0.946
H -3.973 -5.597 -1.134
H -1.777 -5.164 -2.246
H -0.215 -3.506 -1.275

Cartesian forces (eV/Å) of the 2 atoms listed first:
0.1 0.1 0.0
0.0 0.0 0.0

Output
E_LUMO (alpha / beta) (Ha): -0.410 / -0.380
Net charge: +3
ΔE to the lowest compared entry with this formula, charge and spin (eV): 0.0000
HOMO-LUMO gap (alpha / beta) (eV): 6.597 / 7.861
2S+1: 3

Atom-resolved charges from Mulliken, all expressed in e: number 1, Mo, carries 0.760; number 2, C, carries -1.314; number 3, C, carries 0.689; number 4, O, carries -0.320; number 5, N, carries -0.030; number 6, C, carries -0.950; number 7, C, carries 1.169; number 8, C, carries -0.979; number 9, C, carries -0.424; number 10, C, carries -1.154; number 11, C, carries -0.012; number 12, N, carries 0.344; number 13, H, carries 0.348; number 14, H, carries 0.460; number 15, H, carries 0.329; number 16, H, carries 0.290; number 17, H, carries 0.635; number 18, H, carries -0.211; number 19, H, carries 0.486; number 20, H, carries 0.466; number 21, H, carries 0.481; number 22, H, carries 0.511; number 23, N, carries -0.307; number 24, C, carries -0.410; number 25, C, carries -0.811; number 26, C, carries -0.499; number 27, N, carries -0.423; number 28, H, carries 0.174; number 29, H, carries 0.462; number 30, H, carries 0.464; number 31, H, carries 0.280; number 32, H, carries 0.338; number 33, H, carries 0.374; number 34, H, carries 0.463; number 35, H, carries 0.259; number 36, H, carries 0.323; number 37, H, carries 0.344; number 38, O, carries -0.341; number 39, C, carries 0.722; number 40, N, carries -0.582; number 41, S, carries -0.370; number 42, C, carries 0.413; number 43, N, carries -0.010; number 44, C, carries -0.268; number 45, C, carries -0.608; number 46, C, carries -0.433; number 47, C, carries -0.356; number 48, H, carries 0.273; number 49, H, carries 0.467; number 50, H, carries 0.451; number 51, H, carries 0.459; number 52, H, carries 0.581

2.
Below is a 5-piece molecular cluster, C39H50BrN7O overall, with properties calculated with ωB97M-V/def2-TZVPD.

Atoms and positions in Å:
Br -0.194 -0.703 2.000
C -0.162 1.841 4.937
C 0.545 0.724 5.661
O 1.760 0.682 5.918
N -0.358 -0.472 6.074
H -1.183 -0.381 5.498
H -0.028 -1.422 5.983
C -1.022 -0.396 7.493
H 0.624 2.561 4.709
H -1.026 2.342 5.373
H -0.555 1.473 3.989
H -1.759 0.400 7.595
H -0.297 -0.293 8.300
H -1.493 -1.372 7.614
C -2.789 2.356 0.544
N -3.879 1.338 0.281
C -3.854 0.172 0.926
C -4.780 -0.840 0.517
C -5.661 -0.537 -0.556
C -5.618 0.585 -1.255
C -4.689 1.552 -0.794
C -6.616 -1.582 -1.040
C -6.757 -1.695 -2.420
C -7.645 -2.637 -2.951
N -8.309 -3.490 -2.121
C -8.215 -3.319 -0.751
C -7.409 -2.393 -0.206
C -9.225 -4.554 -2.629
H -3.041 2.952 1.421
H -2.448 2.816 -0.383
H -1.910 1.727 0.687
H -3.061 0.058 1.651
H -4.755 -1.719 1.145
H -6.171 0.783 -2.162
H -4.669 2.560 -1.181
H -6.191 -1.140 -3.153
H -7.731 -2.677 -4.027
H -8.805 -3.952 -0.105
H -7.331 -2.419 0.871
H -10.218 -4.106 -2.672
H -9.174 -5.485 -2.065
H -8.969 -4.693 -3.680
C 2.591 -0.332 -9.401
N 2.201 -0.788 -8.015
C 1.669 -2.009 -7.877
C 1.190 -2.507 -6.621
C 1.177 -1.549 -5.577
C 1.729 -0.253 -5.750
C 2.135 0.195 -7.080
C 0.462 -1.891 -4.321
C -0.706 -2.719 -4.316
C -1.360 -3.033 -3.101
N -0.849 -2.544 -1.965
C 0.132 -1.648 -1.927
C 0.828 -1.327 -3.069
C -1.577 -2.882 -0.750
H 1.988 0.446 -9.870
H 2.690 -1.155 -10.109
H 3.570 0.148 -9.385
H 1.411 -2.526 -8.790
H 0.701 -3.467 -6.557
H 1.902 0.421 -4.924
H 2.601 1.140 -7.317
H -1.224 -2.984 -5.226
H -2.214 -3.691 -3.030
H 0.342 -1.347 -0.911
H 1.551 -0.526 -3.010
H -1.972 -3.886 -0.906
H -2.457 -2.239 -0.781
H -1.041 -2.755 0.191
C 1.753 1.762 0.064
N 2.823 2.079 0.980
C 3.035 1.312 2.084
C 4.074 1.571 2.957
C 4.981 2.589 2.661
C 4.644 3.522 1.594
C 3.532 3.217 0.795
C 6.239 2.738 3.434
C 6.715 3.984 3.822
C 7.873 4.073 4.614
N 8.522 2.938 5.049
C 8.155 1.759 4.551
C 7.068 1.596 3.711
C 9.510 2.981 6.102
H 0.784 1.587 0.533
H 1.993 0.768 -0.313
H 1.725 2.494 -0.743
H 2.335 0.521 2.308
H 4.196 0.868 3.768
H 5.220 4.397 1.330
H 3.384 3.911 -0.019
H 6.217 4.895 3.522
H 8.223 4.991 5.062
H 8.628 0.860 4.917
H 6.834 0.591 3.393
H 9.725 4.043 6.223
H 10.340 2.303 5.905
H 9.069 2.708 7.060

Cartesian forces (eV/Å) of the 2 atoms listed first:
-0.2 0.3 -0.2
0.3 -0.1 -0.4

Output
E_LUMO (Ha): -0.502
Net charge: +6
ΔE to the lowest compared entry with this formula, charge and spin (eV): 1.7531
HOMO-LUMO gap (eV): 6.977

Atom-resolved charges from Mulliken, all expressed in e: number 1, Br, carries -0.676; number 2, C, carries -0.779; number 3, C, carries 0.530; number 4, O, carries -0.455; number 5, N, carries -0.133; number 6, H, carries 0.336; number 7, H, carries 0.410; number 8, C, carries -0.825; number 9, H, carries 0.292; number 10, H, carries 0.410; number 11, H, carries 0.103; number 12, H, carries 0.338; number 13, H, carries 0.368; number 14, H, carries 0.394; number 15, C, carries -0.622; number 16, N, carries 0.113; number 17, C, carries -0.363; number 18, C, carries -0.904; number 19, C, carries 1.065; number 20, C, carries -0.767; number 21, C, carries -0.404; number 22, C, carries 0.774; number 23, C, carries -0.790; number 24, C, carries -0.311; number 25, N, carries 0.047; number 26, C, carries -0.336; number 27, C, carries -0.611; number 28, C, carries -0.848; number 29, H, carries 0.304; number 30, H, carries 0.440; number 31, H, carries -0.008; number 32, H, carries 0.608; number 33, H, carries 0.509; number 34, H, carries 0.641; number 35, H, carries 0.517; number 36, H, carries 0.475; number 37, H, carries 0.413; number 38, H, carries 0.469; number 39, H, carries 0.461; number 40, H, carries 0.387; number 41, H, carries 0.370; number 42, H, carries 0.300; number 43, C, carries -0.952; number 44, N, carries 0.048; number 45, C, carries -0.121; number 46, C, carries -0.696; number 47, C, carries 0.905; number 48, C, carries -0.673; number 49, C, carries -0.428; number 50, C, carries 0.903; number 51, C, carries -0.693; number 52, C, carries -0.301; number 53, N, carries 0.146; number 54, C, carries -0.194; number 55, C, carries -0.549; number 56, C, carries -1.275; number 57, H, carries 0.393; number 58, H, carries 0.340; number 59, H, carries 0.396; number 60, H, carries 0.406; number 61, H, carries 0.533; number 62, H, carries 0.276; number 63, H, carries 0.440; number 64, H, carries 0.487; number 65, H, carries 0.466; number 66, H, carries 0.337; number 67, H, carries 0.382; number 68, H, carries 0.375; number 69, H, carries 0.665; number 70, H, carries 0.268; number 71, C, carries -0.874; number 72, N, carries 0.174; number 73, C, carries -0.223; number 74, C, carries -0.749; number 75, C, carries 0.782; number 76, C, carries -0.792; number 77, C, carries -0.164; number 78, C, carries 0.741; number 79, C, carries -0.711; number 80, C, carries -0.245; number 81, N, carries -0.001; number 82, C, carries -0.243; number 83, C, carries -0.650; number 84, C, carries -0.756; number 85, H, carries 0.066; number 86, H, carries 0.509; number 87, H, carries 0.338; number 88, H, carries 0.440; number 89, H, carries 0.557; number 90, H, carries 0.479; number 91, H, carries 0.365; number 92, H, carries 0.475; number 93, H, carries 0.394; number 94, H, carries 0.430; number 95, H, carries 0.518; number 96, H, carries 0.253; number 97, H, carries 0.362; number 98, H, carries 0.397

3.
Below is a 2-piece molecular cluster, C4H12S3 overall, with properties calculated with ωB97M-V/def2-TZVPD.

Atoms and positions in Å:
C -1.394 1.453 -0.717
C -0.771 1.736 0.639
S 0.655 0.666 1.011
C 1.093 1.417 2.582
H -2.100 2.245 -0.961
H -1.931 0.507 -0.675
H -0.652 1.380 -1.514
H -1.523 1.552 1.409
H -0.426 2.774 0.665
H 1.313 2.478 2.432
H 0.268 1.324 3.294
H 1.934 0.897 3.032
C 0.189 -3.501 -1.517
S -0.476 -1.901 -2.031
S 1.304 -0.857 -2.363
H 0.507 -4.114 -2.363
H -0.629 -4.021 -1.016
H 1.017 -3.383 -0.824
H 1.621 -0.652 -1.084

Cartesian forces (eV/Å) of the 2 atoms listed first:
0.1 -0.3 0.0
0.1 0.0 -0.1

Output
E_LUMO (Ha): 0.024
Net charge: 0
ΔE to the lowest compared entry with this formula, charge and spin (eV): 0.0969
HOMO-LUMO gap (eV): 9.101
SMILES string: CCSC.CSS

Atom-resolved charges from Mulliken, all expressed in e: number 1, C, carries -1.091; number 2, C, carries -0.355; number 3, S, carries -0.006; number 4, C, carries -0.885; number 5, H, carries 0.353; number 6, H, carries 0.269; number 7, H, carries 0.262; number 8, H, carries 0.326; number 9, H, carries 0.347; number 10, H, carries 0.269; number 11, H, carries 0.278; number 12, H, carries 0.313; number 13, C, carries -0.784; number 14, S, carries -0.037; number 15, S, carries -0.203; number 16, H, carries 0.299; number 17, H, carries 0.296; number 18, H, carries 0.266; number 19, H, carries 0.081